Formula: C33H35F5N4NiOP2
Source: the OMol25 dataset
Level of theory: ωB97M-V/def2-TZVPD

## Properties
Highest occupied orbital energy (spin up / spin down) ... -7.38 / -7.48 eV
Energy relative to the best compared isomer or geometry (same formula, charge and spin) ... 0.000 eV
HOMO-LUMO gap (spin up / spin down) ... 6.98 / 6.77 eV
Strongest force on any atom ... 3.77 eV Å⁻¹
Multiplicity ... 3
Net charge ... 0

Last column: Löwdin charge in e.
CARTESIAN COORDINATES (ANGSTROEM)
1 Ni 3.6456 1.3447 1.7509  0.63
2 P -1.8439 -2.3886 -2.1571  1.04
3 P -2.6967 0.4158 -3.0748  1.07
4 F 8.9316 2.2128 6.6271  0.10
5 F 7.7645 -0.3682 2.8395  0.09
6 F 9.6219 0.4322 4.6691  0.10
7 F 6.3828 3.1616 6.7836  0.10
8 F 4.5028 2.3844 4.9912  0.07
9 O 5.2434 0.6812 2.8810  -0.13
10 N -2.5473 -2.6960 -0.5746  -0.27
11 N -3.5948 1.7489 -2.4113  -0.29
12 N -3.0680 0.9141 -4.7979  -0.24
13 N -1.5511 -4.0970 -2.5178  -0.28
14 C -4.9106 2.1675 -2.6381  -0.13
15 C -2.0473 1.2843 -5.6787  -0.16
16 C 5.7631 1.9150 4.8702  -0.14
17 C -3.9330 -3.1179 1.1780  -0.08
18 C 1.6774 2.1804 1.2055  -0.19
19 C -5.2509 3.1178 -1.6896  -0.08
20 C 0.7366 1.8645 3.5543  -0.16
21 C -1.9338 -2.2100 0.5874  -0.15
22 C -4.1150 3.2868 -0.8247  -0.10
23 C 2.4451 -0.4024 2.4524  -0.16
24 C -4.2532 0.8792 -5.5353  -0.17
25 C -3.1171 2.4385 -1.2849  -0.15
26 C 6.0731 1.0198 3.7978  -0.30
27 C -0.5651 -4.4525 -3.4549  -0.16
28 C 4.4136 3.1386 1.5074  -0.15
29 C 6.7129 2.3094 5.7951  -0.15
30 C -4.0530 -0.8544 -2.9513  -0.39
31 C -0.6847 -5.8049 -3.7483  -0.10
32 C -2.5821 1.4792 -6.9496  -0.10
33 C 1.5308 0.8695 4.4507  -0.15
34 C 1.1513 0.8927 0.6161  -0.18
35 C 1.5211 2.5808 2.5096  -0.08
36 C -2.7564 -2.4592 1.6713  -0.09
37 C 2.5059 -0.0145 3.7608  -0.07
38 C 8.0173 1.8226 5.7260  -0.15
39 C -3.4645 -2.2624 -3.0784  -0.39
40 C 1.2094 -0.3182 1.5581  -0.19
41 C -1.8013 -6.3062 -2.9926  -0.09
42 C 8.3644 0.9133 4.7163  -0.14
43 C -3.7747 -3.2475 -0.1998  -0.16
44 C -2.3221 -5.2406 -2.2713  -0.14
45 C -3.9882 1.2180 -6.8652  -0.08
46 C 7.4168 0.5194 3.7957  -0.13
47 H 3.3290 -0.3834 4.3857  0.13
48 H 1.2204 -1.2172 0.9246  0.11
49 H 0.8114 0.2642 5.0269  0.13
50 H -5.4915 1.7678 -3.4560  0.09
51 H -3.1632 -5.2134 -1.5975  0.08
52 H 0.3327 2.6376 4.2281  0.12
53 H 2.0431 2.9139 0.4695  0.11
54 H 0.1244 -3.7054 -3.8076  0.09
55 H -4.7137 1.2579 -7.6629  0.09
56 H -2.1699 -7.3253 -2.9871  0.09
57 H -2.1164 2.2468 -0.9353  0.08
58 H -5.1973 0.6195 -5.0872  0.08
59 H -4.1928 -3.0070 -2.7381  0.06
60 H -3.2323 -2.5057 -4.1264  0.09
61 H -4.4363 -3.6947 -0.9240  0.09
62 H 3.6983 3.9661 1.3729  0.00
63 H -4.8180 -0.7051 -3.7216  0.06
64 H 3.2411 -1.0812 2.0774  0.13
65 H -2.5543 -2.1978 2.7082  0.09
66 H -4.5453 -0.7198 -1.9773  0.09
67 H 0.1181 1.0186 0.2665  0.11
68 H 1.9822 3.5272 2.8142  0.12
69 H -1.0354 1.3747 -5.3200  0.09
70 H -0.0589 -6.3731 -4.4212  0.09
71 H 5.1526 3.3993 2.2878  0.01
72 H -2.0394 1.7664 -7.8428  0.09
73 H 1.7513 0.6862 -0.2825  0.12
74 H 0.2808 -0.3807 2.1403  0.10
75 H -4.7868 -3.4490 1.7526  0.09
76 H -6.2055 3.6304 -1.6085  0.10
77 H 2.0843 1.4513 5.2046  0.11
78 H -0.9658 -1.7356 0.5129  0.07
79 H -4.0526 3.9381 0.0371  0.09
80 H 4.9592 2.9249 0.5676  0.00
81 H -0.1302 1.3509 3.1202  0.11

=====

Formula: C33H36BiClF3I2N3O2PS
Source: the OMol25 dataset
Level of theory: ωB97M-V/def2-TZVPD

## Properties
Highest occupied orbital energy ... -10.90 eV
Energy relative to the best compared isomer or geometry (same formula, charge and spin) ... 0.000 eV
HOMO-LUMO gap ... 7.93 eV
Strongest force on any atom ... 0.28 eV Å⁻¹
Net charge ... +1

Last column: Löwdin charge in e.
CARTESIAN COORDINATES (ANGSTROEM)
1 Bi 0.5616 -0.0476 -0.2568  1.56
2 I -0.2382 -6.6466 -0.0006  0.07
3 I 0.7173 -4.4914 -1.2259  0.24
4 Cl -5.1534 -1.7889 -1.7541  0.71
5 S 0.5719 2.5711 -0.3183  0.64
6 P -0.1705 -0.6323 2.5024  1.03
7 F 2.4646 -0.0310 -4.7699  0.14
8 F 2.6641 -2.1739 -4.5364  0.18
9 F 4.1967 -0.8593 -3.7564  0.18
10 O 1.5416 -1.8734 -2.1408  -0.19
11 O 2.1565 0.2576 -2.0673  -0.20
12 N -2.5702 0.5781 0.0676  0.03
13 N 0.4683 2.1518 -2.9384  0.02
14 N -1.3207 3.2982 -2.0689  0.04
15 C 2.1587 -1.7408 1.6244  -0.35
16 C -5.2299 -0.1764 0.4260  -0.07
17 C 2.8840 -1.0091 -3.9430  -0.55
18 C -1.9951 -2.8157 1.0226  -0.08
19 C -2.5324 -2.1677 2.2663  -0.27
20 C 0.4138 1.6440 4.1036  -0.27
21 C -1.7949 -1.2547 3.0402  -0.31
22 C -2.1712 3.8740 -1.0245  -0.24
23 C 0.4928 0.2553 3.9592  -0.32
24 C -0.1203 2.5530 3.0324  -0.08
25 C 0.9786 -2.0217 2.3361  -0.37
26 C -0.0611 2.0489 -4.2973  -0.20
27 C -3.6419 -1.0661 4.5955  -0.07
28 C -4.4810 -0.6654 -0.6296  -0.66
29 C 1.4236 1.4473 6.2981  -0.06
30 C -3.1620 -0.2628 -0.7751  -0.21
31 C -4.3668 -1.9762 3.8429  -0.07
32 C -4.6147 0.6994 1.3052  -0.04
33 C 3.0997 -2.7558 1.4703  -0.05
34 C 1.7188 -4.2782 2.7255  -0.09
35 C -3.8102 -2.5162 2.6946  -0.04
36 C 1.5092 0.0697 6.1484  -0.06
37 C -2.3637 -0.7121 4.1951  -0.07
38 C 2.3821 -0.3822 1.0282  -0.31
39 C 0.8819 2.2175 5.2853  -0.04
40 C 2.8853 -4.0085 2.0205  -0.08
41 C -3.2904 1.0415 1.0908  -0.16
42 C -3.6271 3.7759 -1.4391  -0.07
43 C -0.1659 2.6732 -1.9001  -0.74
44 C 2.1326 -0.8958 -2.5964  -0.59
45 C -1.1043 0.9471 -4.4343  -0.06
46 C 0.7652 -3.2863 2.8785  -0.10
47 C 1.0450 -0.5169 4.9863  -0.07
48 H -2.5665 -0.6537 -1.5946  0.10
49 H 1.3660 1.7145 -2.7429  0.08
50 H -0.4531 3.0200 -4.6116  0.12
51 H -5.3624 -2.2695 4.1499  0.11
52 H 2.4446 0.4106 1.7749  0.06
53 H 1.9323 -0.5438 6.9322  0.11
54 H -5.1505 1.1002 2.1542  0.12
55 H 0.8193 3.2926 5.4041  0.12
56 H -1.4706 0.9021 -5.4592  0.09
57 H -4.3776 -3.2282 2.1062  0.12
58 H -3.9236 2.7354 -1.5788  0.07
59 H -0.6666 -0.0218 -4.1891  0.08
60 H -2.8078 -3.1352 0.3698  0.09
61 H 1.1114 -1.5911 4.8754  0.10
62 H -2.7878 1.7174 1.7723  0.10
63 H -0.7631 2.0318 2.3252  0.00
64 H 3.2597 -0.3450 0.3868  0.07
65 H -3.8161 4.3223 -2.3654  0.08
66 H -1.7989 -0.0112 4.7957  0.10
67 H 4.0091 -2.5564 0.9166  0.12
68 H -0.1488 -3.4891 3.4258  0.12
69 H -0.6811 3.3798 3.4688  0.09
70 H -6.2587 -0.4832 0.5566  0.12
71 H -4.0607 -0.6403 5.4977  0.11
72 H 0.7928 1.8464 -4.9404  0.12
73 H -1.8812 4.9127 -0.8558  0.13
74 H -1.3503 -2.1502 0.4476  0.00
75 H 0.7015 2.9894 2.4605  0.06
76 H -1.9823 3.3192 -0.1089  0.06
77 H -1.6515 3.4113 -3.0164  0.13
78 H 1.7798 1.9205 7.2036  0.11
79 H -1.9593 1.1129 -3.7761  0.06
80 H -1.3975 -3.6975 1.2615  0.04
81 H -4.2607 4.2126 -0.6685  0.09
82 H 1.5514 -5.2601 3.1467  0.11
83 H 3.6290 -4.7839 1.8921  0.12

=====

Formula: C33H36BrN9NaO7S3Se2
Source: the OMol25 dataset
Level of theory: ωB97M-V/def2-TZVPD

## Properties
Highest occupied orbital energy (spin up / spin down) ... -1.91 / -3.03 eV
Energy relative to the best compared isomer or geometry (same formula, charge and spin) ... 0.677 eV
HOMO-LUMO gap (spin up / spin down) ... 3.40 / 4.52 eV
Strongest force on any atom ... 0.37 eV Å⁻¹
Net charge ... -1

Last column: Löwdin charge in e.
CARTESIAN COORDINATES (ANGSTROEM)
1 Br 3.3579 3.3057 -0.8131  0.76
2 Se -1.3133 -0.4042 -2.6028  0.73
3 Se -0.1531 1.4351 -3.5127  0.73
4 S -1.1644 5.4192 0.3973  1.00
5 S 5.3877 -5.0678 -4.3696  0.80
6 S -2.7197 -0.7218 5.2058  0.64
7 Na 0.7208 0.8608 -0.7121  0.05
8 O -1.7310 -0.2423 6.1312  -0.28
9 O -3.1995 0.1331 4.1455  -0.31
10 O 4.8395 1.4975 3.8009  0.07
11 O -2.1602 -0.0060 -5.7040  -0.09
12 O -4.4771 2.7269 -2.5204  -0.05
13 O 2.3125 0.7892 4.6590  -0.11
14 O 1.6790 -1.3149 5.1613  -0.12
15 N 1.3990 -1.4908 -1.4123  0.06
16 N -0.6087 3.0836 -0.4558  -0.02
17 N 5.3530 -3.4570 -4.7825  -0.29
18 N 2.6480 0.2577 -3.1670  0.07
19 N 1.5316 -0.2198 4.4980  -0.38
20 N -0.4414 0.4279 1.5620  0.10
21 N 4.2029 -5.0642 -3.2032  -0.29
22 N 2.9419 0.7993 0.2324  0.01
23 N -0.3678 -1.0874 3.1839  0.05
24 C -2.8642 1.2065 -5.5192  -0.22
25 C -2.1950 4.1307 0.8519  -0.39
26 C 2.1481 -4.1773 -1.2999  -0.01
27 C -4.1500 -1.2277 6.1500  -0.31
28 C -4.2982 2.3374 -3.8726  -0.22
29 C -2.0786 -1.4213 1.3589  -0.02
30 C -3.0761 0.2761 -3.1652  -0.44
31 C 4.3026 2.1975 1.6326  -0.04
32 C -2.9894 1.5456 -4.0195  -0.56
33 C 4.0554 -1.5183 -4.0117  -0.10
34 C 1.1877 -3.6898 -0.4598  -0.06
35 C -0.7273 -2.2498 3.9728  -0.14
36 C 3.1049 -0.1931 1.1200  -0.11
37 C 3.5752 1.9174 0.4926  -0.71
38 C 0.6173 -0.1421 3.4712  -0.18
39 C 4.3241 1.2022 2.6017  -0.32
40 C -0.2041 4.3168 -0.4866  -0.50
41 C 3.2617 1.0861 -3.9711  -0.21
42 C -1.7430 2.9717 0.3148  -0.24
43 C 3.7763 -0.0463 2.3088  0.01
44 C 2.3721 -1.9527 -2.2503  -0.15
45 C -2.1678 -2.2643 4.4929  -0.22
46 C -0.9605 -0.6871 2.0121  -0.38
47 C 4.6948 -0.5921 -4.8544  -0.02
48 C 0.5259 0.7996 2.4715  -0.07
49 C -1.8360 2.4143 -3.5152  -0.48
50 C 2.7648 -3.3237 -2.2295  -0.09
51 C -4.7321 -0.0283 6.8818  -0.12
52 C 0.8416 -2.3303 -0.5679  -0.19
53 C 4.4226 -2.9011 -4.0070  -0.36
54 C 4.3090 0.7180 -4.8370  -0.07
55 C 3.0283 -1.0425 -3.1539  -0.16
56 C 3.7760 -3.8017 -3.1198  -0.36
57 H 4.3876 0.9343 4.4530  0.10
58 H -5.1360 1.7096 -4.2033  0.13
59 H -4.2543 3.2176 -4.5269  0.13
60 H -1.7764 -0.0214 -6.5844  0.10
61 H -2.9011 -2.5132 3.7256  0.09
62 H -3.5684 -0.5260 -3.7138  0.08
63 H -3.0425 4.2753 1.4998  0.07
64 H 0.7037 -4.3146 0.2794  0.09
65 H 2.6022 -1.1231 0.8882  0.11
66 H 0.6755 4.6384 -1.0241  0.04
67 H 4.7817 1.4603 -5.4665  0.09
68 H -5.1286 3.4299 -2.4803  0.09
69 H -0.5858 -3.1571 3.3771  0.13
70 H -2.2307 -3.0086 5.2892  0.11
71 H -3.8708 1.1107 -5.9521  0.12
72 H -5.0336 0.7444 6.1757  0.08
73 H 5.4858 -0.9475 -5.5030  0.11
74 H -0.0185 -2.2650 4.7994  0.10
75 H 2.9173 2.1183 -3.9548  0.08
76 H 4.7366 3.1675 1.8176  0.11
77 H -2.1112 -1.1279 0.3093  0.05
78 H -3.6267 0.4922 -2.2524  0.07
79 H -3.0365 -1.1704 1.8204  0.07
80 H -4.8617 -1.6539 5.4415  0.10
81 H 0.0708 -1.9215 0.0779  0.07
82 H -5.6077 -0.3351 7.4535  0.07
83 H 1.1170 1.6939 2.3743  0.11
84 H -1.6999 3.2912 -4.1534  0.08
85 H 2.4597 -5.2140 -1.2734  0.11
86 H -2.0399 2.7499 -2.5006  0.05
87 H -3.8198 -2.0029 6.8418  0.10
88 H -1.9410 -2.5050 1.4017  0.08
89 H -2.1727 1.9955 0.4718  0.10
90 H -2.3625 2.0399 -6.0248  0.13
91 H 3.7836 -0.8468 3.0359  0.13
92 H -3.9985 0.3950 7.5659  0.08

=====

Formula: C33H36ClCrIN5OS
Source: the OMol25 dataset
Level of theory: ωB97M-V/def2-TZVPD

## Properties
Highest occupied orbital energy (spin up / spin down) ... -2.51 / -5.21 eV
Energy relative to the best compared isomer or geometry (same formula, charge and spin) ... 0.000 eV
HOMO-LUMO gap (spin up / spin down) ... 4.57 / 7.28 eV
Strongest force on any atom ... 0.16 eV Å⁻¹
Multiplicity ... 5
Net charge ... -1

Last column: Löwdin charge in e.
CARTESIAN COORDINATES (ANGSTROEM)
1 I 4.4099 1.4979 -2.8456  0.88
2 Cr 1.4461 -0.0809 1.1447  0.75
3 Cl 4.1542 -4.1222 -3.7994  0.65
4 S -1.9466 -4.0850 -0.3812  0.55
5 O 2.7029 0.4026 -0.3387  -0.21
6 N 1.4368 1.8167 1.8359  -0.09
7 N 1.9292 -1.9953 0.3463  0.04
8 N -0.4230 6.8545 2.5289  0.09
9 N -4.1874 -3.4570 0.8957  -0.01
10 N -3.2540 -1.7880 -0.4109  0.01
11 C -0.4989 -2.1885 4.9285  -0.63
12 C 1.7600 2.8416 0.9757  -0.15
13 C -3.1331 2.7107 1.5538  -0.11
14 C 0.2404 -3.4937 5.2537  -0.06
15 C 0.4911 4.4732 2.2196  -0.27
16 C 0.1518 -1.5165 3.7923  -0.15
17 C -4.4186 -0.9130 -0.4574  -0.24
18 C 3.0526 -0.5532 -1.1341  -0.43
19 C 2.4841 -4.2674 -1.1514  -0.01
20 C -4.2468 0.0962 -1.5777  -0.07
21 C 3.7271 -2.7811 -2.7667  -0.62
22 C 1.3282 4.1234 1.1264  -0.05
23 C 0.6395 2.1669 2.9052  -0.15
24 C -0.4848 -1.2707 6.1566  -0.06
25 C -3.1888 -3.0378 0.0567  -0.89
26 C -0.3032 -0.1262 0.0120  -0.16
27 C -1.2849 0.8451 0.5276  -0.32
28 C 0.1664 3.4231 3.1190  -0.05
29 C -5.0953 -3.4618 3.1567  -0.09
30 C -1.9504 -2.5127 4.5480  -0.07
31 C -1.4124 2.1255 -0.0271  -0.07
32 C 2.9647 -3.0146 -1.5963  -0.17
33 C 4.1266 -1.5189 -3.1003  -0.18
34 C 0.6902 -0.9654 2.8489  -0.07
35 C -2.0975 0.5350 1.6257  -0.08
36 C 3.7943 -0.4137 -2.2979  -0.65
37 C -4.7403 -2.6043 1.9559  -0.26
38 C 1.7560 -4.3421 0.0001  -0.05
39 C -2.3170 3.0448 0.4799  -0.10
40 C 1.4962 -3.1715 0.7353  -0.11
41 C -3.0109 1.4506 2.1257  -0.10
42 C -0.0100 5.7805 2.3891  -0.25
43 C 2.6517 -1.8970 -0.8047  -0.12
44 H -5.3059 -1.5301 -0.6221  0.12
45 H -3.3712 0.7186 -1.3920  0.06
46 H 0.9232 -3.1802 1.6529  0.10
47 H -3.9971 -4.4015 1.1954  0.09
48 H 1.6309 4.8732 0.4073  0.11
49 H -0.6262 -1.1612 0.1347  0.03
50 H -1.0078 -0.3376 5.9417  0.08
51 H -4.2105 -3.9596 3.5569  0.06
52 H -5.5155 -2.8406 3.9476  0.08
53 H 1.2794 -3.2878 5.5136  0.08
54 H 1.3599 -5.2829 0.3551  0.11
55 H -3.8334 3.4322 1.9555  0.09
56 H 0.3915 1.3575 3.5770  0.08
57 H -5.6333 -2.0862 1.6041  0.10
58 H 2.6914 -5.1504 -1.7411  0.09
59 H 2.3929 2.5628 0.1450  0.09
60 H -4.0065 -1.8443 2.2372  0.10
61 H -2.4548 -3.0379 5.3650  0.08
62 H -1.9699 -0.4332 2.0974  0.09
63 H -4.5380 -0.3773 0.4863  0.09
64 H 0.5394 -1.0240 6.4382  0.08
65 H -2.5017 -1.5942 4.3351  0.08
66 H -0.9749 -1.7593 7.0036  0.08
67 H -0.7744 2.3991 -0.8605  0.12
68 H -0.4659 3.6123 3.9763  0.11
69 H -3.6239 1.1834 2.9807  0.10
70 H -5.8328 -4.2211 2.8902  0.08
71 H -0.2373 -4.0045 6.0945  0.08
72 H 4.7054 -1.3677 -4.0012  0.09
73 H -1.9746 -3.1417 3.6555  0.08
74 H -4.1335 -0.4025 -2.5420  0.08
75 H -5.1176 0.7501 -1.6261  0.08
76 H -2.3750 4.0357 0.0456  0.10
77 H 0.2327 -4.1616 4.3908  0.08
78 H -0.0163 0.0662 -1.0254  0.08
79 H -2.4363 -1.4940 -0.9242  0.10

=====

no.,total energy (eV)
1,-115999.450
2,-106208.972
3,-300206.030
4,-104185.495